The following is a DFT calculation (ωB97M-V/def2-TZVPD) of C4H5CuO2 as an isolated structure at a distorted geometry.

Orbital gap (alpha / beta) (eV): 6.2 / 7.4

The geometry in ORCA input format:
```
! RIJCOSX wB97M-V def2-TZVPD def2/J DEFGRID3
* xyz 1 2
C -0.994 -0.208 1.603
C 0.019 0.526 0.775
C 0.087 0.592 -0.523
C 0.576 0.340 -1.816
O 1.745 -0.015 -2.043
Cu 3.519 0.065 -3.704
H -2.014 0.042 1.271
H -0.883 0.145 2.644
H -0.010 1.741 0.733
H -0.151 0.405 -2.644
O -0.732 -1.585 1.489
H -1.161 -2.048 2.215
*
```